*P*
# FH3O3Si

A cluster of 2 separate species, FH3O3Si in total (ωB97M-V/def2-TZVPD, OMol25).

Values from the calculation:
Net charge: 0
Multiplicity: 1
SMILES: O=[Si](O)O.F
Kohn-Sham gap in eV: 10.874

Each line ends with the Löwdin charge.
Geometry (Å):
O 0.466 0.758 0.290  -0.26
Si -0.319 -0.467 -0.117  0.32
O -1.892 -0.378 -0.496  -0.13
O 0.119 -2.018 -0.274  -0.07
H -2.562 0.408 -0.434  0.15
H -0.492 -2.444 -0.903  0.08
F 2.698 2.226 1.190  -0.07
H 1.982 1.914 0.743  -0.02

***

*Q*
# FH3O3Si

The molecule FH3O3Si (ωB97M-V/def2-TZVPD, OMol25).

Values from the calculation:
Net charge: 0
Multiplicity: 1
SMILES: O[Si](O)(O)F
Kohn-Sham gap in eV: 11.736

Each line ends with the Löwdin charge.
Geometry (Å):
O -1.802 -0.151 -0.415  -0.04
Si -0.305 0.313 -0.114  0.15
O 0.767 0.712 -1.334  -0.06
O 0.523 -1.031 0.686  -0.12
F -0.519 1.601 0.730  -0.02
H -2.092 -0.760 -1.069  0.06
H 0.812 0.147 -2.062  0.02
H 0.369 -1.650 1.357  0.01

***

The least stable of them is *P*.

***

*P*
# C4H8ClNSi

A cluster of 2 separate species, C4H8ClNSi in total (ωB97M-V/def2-TZVPD, OMol25).

Values from the calculation:
Net charge: 0
Multiplicity: 1
Kohn-Sham gap (alpha / beta) in eV: 6.340 / 8.542

Each line ends with the Löwdin charge.
Geometry (Å):
C 0.439 1.446 -2.346  -0.40
C 1.727 1.086 0.678  -0.22
C -1.591 0.711 -0.280  -0.27
C -0.400 -2.587 0.879  -0.57
N 0.378 1.849 -3.439  0.05
Si 0.297 0.900 -0.624  0.70
Cl 1.125 -3.195 1.283  0.53
H 1.389 0.489 1.547  0.03
H 2.661 0.691 0.342  0.01
H 1.769 2.136 0.889  0.00
H -1.736 0.207 0.734  0.02
H -2.059 1.726 -0.524  0.04
H -1.972 -0.123 -0.954  0.03
H -0.930 -3.036 0.036  0.00
H -1.098 -2.301 1.779  0.05

***

*Q*
# C4H8ClNSi

A cluster of 2 separate species, C4H8ClNSi in total (ωB97M-V/def2-TZVPD, OMol25).

Values from the calculation:
Net charge: 0
Multiplicity: 1
SMILES: C=C[Si](Cl)=C=N.C
Kohn-Sham gap (alpha / beta) in eV: 7.258 / 7.259

Each line ends with the Löwdin charge.
Geometry (Å):
C 0.345 -0.039 -2.039  -0.08
C 0.985 0.329 -0.963  -0.34
Si 2.598 -0.280 -0.209  0.26
Cl 2.718 -2.139 0.552  0.29
C 3.638 0.869 0.565  -0.37
N 4.624 1.544 0.309  0.02
H -0.631 0.308 -2.349  0.06
H 0.694 -0.949 -2.493  0.05
H 0.680 1.216 -0.419  0.05
H 5.047 1.953 1.142  0.05
C -2.313 -0.303 0.328  0.00
H -1.520 -0.485 0.929  -0.01
H -3.145 0.002 0.889  0.02
H -2.006 0.456 -0.293  -0.01
H -2.602 -1.142 -0.157  0.00

***

*R*
# C4H8ClNSi

A cluster of 2 separate species, C4H8ClNSi in total (ωB97M-V/def2-TZVPD, OMol25).

Values from the calculation:
Net charge: 0
Multiplicity: 1
SMILES: C=C[Si](Cl)=C=N.C
Kohn-Sham gap in eV: 7.053

Each line ends with the Löwdin charge.
Geometry (Å):
C 0.375 -2.759 0.453  -0.08
C 0.539 -1.499 0.117  -0.34
Si 1.368 -0.151 1.262  0.19
Cl -0.210 0.661 2.087  0.32
C 2.271 1.159 0.320  -0.28
N 3.406 1.559 0.133  0.07
H -0.072 -3.376 -0.269  0.04
H 0.709 -3.028 1.396  0.02
H 0.166 -1.190 -0.844  0.04
H 3.703 2.385 -0.365  0.07
C -2.462 1.233 -0.847  -0.06
H -1.900 0.912 0.086  -0.03
H -3.414 0.814 -0.948  -0.02
H -2.534 2.316 -0.714  0.01
H -1.946 0.966 -1.868  0.06

***

The least stable of them is *P*.

***

*P*
# C2HNO2

The molecule C2HNO2 (ωB97M-V/def2-TZVPD, OMol25).

Values from the calculation:
Net charge: 0
Multiplicity: 1
SMILES: N#CC(=O)O
Kohn-Sham gap in eV: 12.434

Each line ends with the Löwdin charge.
Geometry (Å):
N -0.488 2.146 0.796  0.19
C -0.312 1.126 0.342  -0.10
C -0.039 -0.314 0.102  -0.59
O -0.375 -1.138 0.882  0.17
O 0.517 -0.414 -1.061  0.15
H 0.697 -1.405 -1.062  0.18

***

*Q*
# C2HNO2

A cluster of 2 separate species, C2HNO2 in total (ωB97M-V/def2-TZVPD, OMol25).

Values from the calculation:
Net charge: 0
Multiplicity: 1
Kohn-Sham gap in eV: 11.914

Each line ends with the Löwdin charge.
Geometry (Å):
C 1.167 0.556 0.539  -0.45
C -2.063 0.319 1.619  0.05
N 0.938 1.022 -0.565  0.18
O 1.585 0.284 1.563  0.19
O -1.412 -0.183 0.831  0.00
H 0.220 0.589 -1.054  0.04

***

The least stable of them is *P*.